A structure of composition C29H45Cl2N2PZr, computed with ωB97M-V/def2-TZVPD.

Structure (XYZ):
```
80
Properties=species:S:1:pos:R:3:forces:R:3
H -0.87353 -2.91600 -2.24516 0.03 -0.10 0.26
H -1.58584 -5.15129 -1.45527 -0.13 0.05 0.22
C 3.57730 -2.87539 1.56115 -0.06 -0.03 -0.23
C 3.39748 -0.67592 -0.40894 0.06 0.20 0.20
Cl 2.15307 2.44620 0.22184 0.52 0.60 -0.10
H 2.25972 0.23660 -4.57427 -0.07 -0.12 -0.05
H 4.77840 -1.15105 2.06310 -0.01 -0.08 -0.07
C -0.63748 3.63469 3.77662 0.92 0.29 -0.57
C 2.43571 4.73771 5.34526 0.31 0.27 0.11
H 2.36342 -2.51596 -0.91003 0.05 0.27 0.26
H 2.35124 5.83930 5.34375 0.05 -0.53 0.00
H 0.76820 -2.14689 -3.35635 0.16 0.19 -0.03
H 2.00112 -1.41972 1.93918 0.16 -0.17 -0.26
C -3.15980 -2.45833 0.17114 0.20 -0.05 0.02
Zr 0.16654 1.80539 1.34628 -1.38 -2.63 -4.49
H -1.29047 -4.67231 0.22798 -0.04 -0.02 -0.13
H 3.67545 -3.76467 0.92331 0.09 0.02 0.12
C -3.05938 -3.76710 -0.62893 0.02 0.03 -0.16
H 3.41385 -0.27131 -1.43215 -0.05 -0.15 0.20
H 3.24092 0.19780 0.24147 0.04 -0.37 -0.11
C -5.53821 2.46501 1.03815 0.04 0.14 -0.21
H -0.02727 1.78536 -4.13055 -0.10 -0.13 -0.02
H 2.35623 -1.52023 -2.88950 -0.24 0.04 -0.10
C -2.14754 -1.41174 -0.31509 -0.01 0.07 0.14
P 0.63157 -0.79960 -0.57233 -0.49 1.68 1.29
H -1.33914 -0.72847 -2.98331 0.16 0.15 -0.01
C 2.23037 -2.22414 1.22234 0.05 0.10 0.20
H -3.27625 3.62423 -1.26738 -0.24 -0.25 0.36
H -1.16693 2.63226 -0.96755 0.08 0.05 -0.02
H -3.69093 -4.53156 -0.16272 0.00 0.07 -0.13
C -0.73561 -2.02063 -0.28664 0.51 0.07 -0.26
Cl -0.14122 -0.14004 2.71353 -0.40 -0.11 0.88
H 3.40502 4.45081 4.90528 -0.45 0.13 0.26
H -0.40926 4.74284 5.68389 0.23 -0.14 -0.01
H 1.43010 -2.96898 1.34750 0.19 0.16 -0.07
C -5.02985 3.17377 -0.07087 0.00 -0.38 0.49
C -0.55638 0.82873 -4.25738 0.20 -0.06 0.15
H -6.59774 2.54734 1.29578 0.37 -0.06 -0.09
C -2.79717 2.26886 0.35893 -0.87 -0.13 0.24
H -0.41049 -0.91309 -5.51708 0.06 0.09 0.00
C -1.62484 -4.30737 -0.75371 0.08 0.13 -0.04
H 2.49788 3.29343 2.91945 -0.41 0.23 0.16
H 0.38704 -3.63889 -1.22383 -0.24 0.09 -0.03
C 4.77552 -1.95077 1.30939 -0.11 0.08 0.00
H -2.18655 -0.51479 0.31755 0.02 -0.24 -0.17
H -1.67293 3.40101 3.58204 -0.05 0.28 0.12
C -0.63423 -3.22747 -1.21490 -0.35 -0.35 0.13
C -3.33250 1.56310 1.49133 0.16 0.47 -0.59
H -1.55133 1.05601 -4.66354 0.22 0.00 0.04
C 1.54471 -0.59431 -4.66914 0.00 -0.02 0.20
H 5.70389 -2.51947 1.43589 -0.07 0.12 0.06
H -2.95722 -2.66654 1.23321 -0.06 0.04 -0.15
C 0.22321 -0.05872 -5.24011 -0.05 -0.13 0.02
H -0.57013 -2.34917 0.75677 0.05 0.07 -0.30
H 2.36810 4.36693 6.37467 0.07 0.09 -0.28
H -2.66058 0.93810 2.10479 -0.42 0.23 -0.36
H 1.98900 -1.33607 -5.34720 -0.09 0.25 0.01
C 1.37105 -1.22922 -3.27924 -0.05 0.14 -0.43
C -3.68875 3.07368 -0.41159 0.09 -0.33 0.39
C 1.53792 3.53163 3.38109 -1.36 0.25 -0.60
H 1.28334 0.68022 -2.26852 -0.16 -0.32 -0.10
H -1.19954 0.84568 -2.17424 0.08 -0.26 -0.17
C 2.23505 -1.66375 -0.20862 -0.22 -0.43 -0.60
H -5.07970 1.10688 2.65694 0.06 0.12 -0.16
C 0.67273 -0.24495 -2.33979 0.39 -0.27 0.25
C 4.75057 -1.31666 -0.08746 -0.14 -0.20 -0.08
C -1.41099 2.19088 0.00098 1.55 0.17 1.71
C -0.70426 0.16374 -2.87990 0.02 0.05 -0.15
H -5.69218 3.80268 -0.66399 0.08 -0.13 0.12
N 0.32485 3.26677 2.83670 0.97 0.91 2.53
H -3.45583 -3.59144 -1.63961 0.03 -0.03 0.12
H 5.54874 -0.56760 -0.17668 -0.13 -0.16 -0.01
H 4.94654 -2.09185 -0.84173 0.07 0.05 0.10
H -2.40956 -1.08141 -1.32768 0.02 -0.13 0.19
C -4.68420 1.66028 1.80541 -0.01 0.31 -0.21
H 3.57533 -3.21858 2.60448 0.01 0.03 -0.21
H 0.42974 0.50328 -6.15746 -0.09 -0.11 0.03
C -0.00784 4.24651 4.81352 0.59 -0.28 -0.34
N 1.37278 4.15911 4.54006 -0.80 0.26 0.48
H -4.18005 -2.05338 0.10968 0.23 -0.11 0.03
```
Forces are in eV/Å.

Values from the calculation:
E_LUMO (alpha / beta)   0.1 / 0.1 eV
Total charge   0

---

A structure of composition C29H45ClN5O4RhS, computed with ωB97M-V/def2-TZVPD.

Structure (XYZ):
```
86
Properties=species:S:1:pos:R:3:forces:R:3
C -2.13205 2.34335 -3.04392 0.02 -0.03 0.01
H 2.80544 -2.01718 1.23943 -0.01 0.00 -0.01
C 0.25350 -2.44090 -1.12413 -0.08 0.07 0.04
H 0.43059 -7.53717 -1.00911 0.00 -0.01 0.00
H 2.83297 -1.87236 -1.05789 0.01 0.05 -0.01
H 0.89894 3.35738 2.65375 0.01 0.01 -0.01
H -0.14143 -2.57254 2.02075 0.00 0.01 0.00
C 1.06815 3.15032 -0.00991 -0.02 -0.01 -0.04
H 1.04831 -3.62024 -3.69340 0.05 0.05 -0.02
H 3.61009 -4.60324 -1.14493 0.01 0.00 0.00
H -0.75450 -5.58236 -1.39638 0.00 0.03 0.01
C 3.14639 -0.83106 -1.07672 -0.03 -0.04 -0.01
Rh 0.78186 0.14076 0.44474 -0.05 0.31 -0.13
C -0.04744 -2.75085 0.96143 0.06 0.01 0.01
N -0.26445 -3.91302 0.41790 -0.12 0.01 -0.03
H 3.47557 -7.64701 -1.20181 0.01 0.01 0.00
H 2.46152 -7.84554 -2.60622 -0.02 0.00 0.00
H 2.88463 1.57405 2.29317 0.00 0.01 -0.01
H 6.78065 -1.96840 -2.70777 -0.01 0.00 0.00
H -3.45035 6.06695 -3.95833 0.00 0.00 0.00
H 3.37227 -5.65493 0.24712 -0.01 0.00 0.00
H -1.79065 1.60276 -3.75519 0.00 0.01 0.00
N 1.30592 2.08885 0.99802 0.07 0.01 0.06
H -4.95294 5.45684 -3.27984 0.00 0.00 0.00
H 2.18716 -3.46064 -2.37108 0.01 -0.03 0.01
C -3.91090 5.68744 -3.04758 -0.01 0.00 0.00
C 1.14901 -5.33522 -2.44926 -0.02 0.03 -0.05
H 2.49885 -1.89031 -5.16695 0.00 0.00 -0.01
H -0.50877 2.48408 1.99735 0.00 0.00 0.00
H -3.47220 4.91237 -0.48135 0.00 0.00 0.00
O 0.62138 -6.23440 -3.41378 0.04 0.02 0.02
H 4.50485 1.05125 0.45185 0.01 -0.01 -0.01
H 1.59928 2.92848 -0.93156 -0.01 0.00 0.02
C -2.73144 3.50935 -3.47303 0.00 0.00 0.00
H 5.50920 -4.05995 -3.03681 -0.02 0.00 0.01
S -1.28094 0.64705 -1.15350 -0.05 -0.19 -0.08
H 1.34028 -6.66035 -3.89232 0.02 -0.02 0.01
N -0.07440 -3.70218 -0.90290 0.11 0.00 -0.02
C -2.46498 3.04952 -0.74010 0.01 -0.04 0.01
C -1.98705 2.13268 -1.67274 0.01 0.09 0.00
C 3.42363 -1.91010 -4.60130 -0.02 -0.02 0.05
O -1.28077 0.59288 0.34543 0.05 -0.04 0.05
C 4.12023 -0.72856 -4.40218 0.05 -0.01 -0.05
H -3.90453 6.47240 -2.29425 0.00 0.00 0.00
C 3.88556 -3.11821 -4.07891 -0.06 0.02 0.02
C 3.25320 -1.02941 1.32704 -0.06 -0.02 0.06
C 1.83692 -4.14531 -3.14406 0.05 0.00 -0.01
C 5.10452 -3.12588 -3.40935 0.02 -0.01 -0.05
H 0.70149 1.62796 2.97700 0.00 0.00 0.00
H 3.19825 3.01406 1.33985 -0.02 0.01 -0.01
O -1.84832 -0.44316 -1.86641 0.02 0.03 0.03
C 2.76452 2.01307 1.30161 0.02 -0.04 0.02
N 0.30158 -1.79751 0.04190 -0.03 -0.26 0.03
H 0.50829 -6.26695 0.22749 0.01 -0.02 0.00
C 2.85156 -5.10449 -0.53818 0.00 -0.02 0.01
H -0.77627 -4.41925 -2.71655 0.00 0.00 0.00
C -0.19020 -4.79180 -1.87826 -0.04 -0.02 -0.03
C 5.82812 -1.95457 -3.22125 0.00 0.00 0.04
C 2.01204 -6.08549 -1.37037 0.01 -0.02 0.01
H 3.60312 -5.22875 -3.90516 0.05 -0.02 0.09
H 4.33931 -1.13020 1.28663 0.01 0.01 0.01
H 0.00735 3.21860 -0.22757 0.01 0.00 0.00
H 2.67564 -0.30416 -1.90457 -0.01 -0.01 0.02
H 2.62010 -4.48403 -5.13927 -0.02 -0.05 -0.01
H 0.42130 -2.00623 -2.09260 0.00 0.01 -0.02
H 3.76888 -6.64498 -2.59866 0.00 0.05 -0.06
O 0.28088 0.67351 -1.37151 -0.04 0.02 0.07
H 2.23958 -4.34556 -0.04112 0.00 0.00 -0.01
C -3.07898 4.20064 -1.19558 -0.01 0.01 -0.03
H 1.71367 -7.54134 0.19419 0.00 0.00 0.00
H 3.75510 0.20766 -4.80318 0.00 0.00 -0.01
Cl 6.12769 0.73134 -3.32768 0.01 0.01 -0.02
H -2.39341 2.84390 0.31936 0.00 0.01 0.00
C 5.30926 -0.75908 -3.68823 -0.03 -0.01 0.01
C 1.10134 -6.89556 -0.43566 0.02 -0.01 0.02
N 2.78592 -0.17790 0.20582 0.11 0.02 -0.01
H -2.84399 3.68895 -4.53438 0.00 0.00 0.00
C 2.98020 -7.09902 -2.00399 -0.02 0.02 0.01
C 3.01161 -4.34755 -4.13054 -0.10 0.00 0.00
H 3.33527 1.60854 -0.74088 0.00 0.01 0.01
H 1.41254 4.10346 0.39519 0.00 0.00 0.00
C 3.43826 1.16720 0.25026 -0.03 0.00 0.03
C -3.21670 4.45212 -2.56196 0.00 0.00 0.02
C 0.54993 2.41254 2.23239 0.00 -0.01 0.00
H 2.98200 -0.58965 2.28879 0.00 0.00 0.00
H 4.22840 -0.79600 -1.20285 0.04 0.00 -0.01
```
Forces are in eV/Å.

Values from the calculation:
E_LUMO   -8.1 eV
Total charge   +2

---

A structure of composition C29H46BrN3P2Pd, computed with ωB97M-V/def2-TZVPD.

Structure (XYZ):
```
82
Properties=species:S:1:pos:R:3:forces:R:3
H -6.81740 6.31315 -3.20492 0.01 -0.26 -0.17
C -3.80686 2.86218 -2.09810 0.40 -0.35 0.57
C -0.55213 1.47064 -2.79806 0.09 0.42 0.49
H 0.11389 -1.42469 -2.69962 -0.12 -0.21 0.07
N -1.02534 0.91651 5.02902 -0.07 0.11 0.24
N -0.60271 -0.12932 3.14630 1.28 0.55 1.40
H -1.12636 1.70203 5.66257 0.04 -0.49 -0.06
H 3.61212 -0.36548 -1.48085 -0.04 -0.24 -0.36
C -2.04984 -2.46990 -0.42169 0.02 -1.03 -0.10
H 3.97877 1.50219 0.31261 0.47 0.41 0.16
C -1.54403 -0.35311 5.16618 0.23 -0.10 -0.43
C 4.96649 -2.12068 -1.61730 0.10 0.04 -0.20
C 0.39415 -2.45688 -2.45547 -0.18 -0.08 -0.27
H -1.95804 -1.76576 -1.25866 -0.05 -0.28 0.18
H 0.04864 -3.35894 2.49511 0.06 -0.27 -0.46
H -2.22182 -3.47483 -0.80427 -0.84 -0.07 -0.29
H -0.70209 1.28943 -3.85523 -0.13 0.14 -0.06
H 2.42236 -1.73817 1.46993 0.16 0.17 0.21
C 0.81129 -2.55915 -0.99528 1.00 -0.17 -0.31
H -6.09030 3.58393 -6.20504 0.27 -0.15 0.76
H 4.95994 -3.12601 -1.18420 0.17 0.17 0.03
H -1.31675 -2.07316 3.78473 -0.30 0.18 -0.11
N -6.46429 4.97644 -4.76287 -0.50 0.85 -0.27
H -1.67673 -5.19613 0.67714 0.07 0.23 0.25
P -0.40855 -2.47567 0.33087 -0.15 2.41 0.30
C -1.31215 1.40864 -0.50921 0.45 0.86 -1.27
H -2.18940 -4.36472 2.17977 0.26 -0.04 -0.30
H 1.60163 1.90503 -3.08193 -0.61 0.25 -0.09
H -0.44593 -3.11812 -2.68629 0.10 0.07 -0.12
H 0.14155 2.05397 0.95203 0.15 0.24 -0.37
C 0.97409 2.27583 -1.07102 -2.82 -2.44 0.02
H 1.45858 -3.43066 -0.83095 0.02 0.01 -0.13
C -5.09107 3.06600 -4.28741 -0.50 0.57 -0.56
H -2.13453 -0.64553 5.99827 -0.10 -0.15 0.57
H 4.88759 -2.33513 2.60989 -0.31 0.05 0.25
C -4.83844 3.51140 -2.96683 -0.68 -0.46 -0.78
H 2.77783 -0.18236 2.24296 -0.26 -0.35 0.29
C 0.75028 1.87733 -2.39470 -0.28 -0.22 0.46
H 4.76095 -2.22756 -2.67974 0.02 0.00 -0.20
C 3.21797 -1.13721 1.93168 -0.31 0.34 -0.11
C -3.09152 -1.98010 0.58045 -0.70 0.29 -0.04
C 3.98340 -1.87697 3.03172 -0.21 -0.13 0.55
H 3.02614 -1.89175 -0.77017 0.43 0.41 -0.16
C 0.00543 1.82997 -0.10339 -0.61 0.79 -0.21
H 1.23436 -2.72253 -3.11494 -0.23 0.06 0.21
C -1.65556 1.47949 -1.90903 1.58 -0.08 1.37
C 3.90938 -1.26767 -0.93384 -0.51 0.37 0.12
H 1.40177 -1.65569 -0.78825 -0.26 -0.62 -0.09
P 4.49117 -0.76635 0.71411 2.51 -1.09 -0.20
H -4.70604 2.14153 -4.72497 0.23 0.33 0.44
C -6.32982 5.38452 -3.50641 0.58 -0.94 0.55
H -5.55873 5.00553 -1.54259 0.27 0.05 -0.02
C -0.40523 1.00397 3.82454 -0.81 -1.13 -0.09
C -5.89937 3.84704 -5.14754 0.50 -0.57 0.55
H 3.39191 -2.65878 3.50521 -0.15 0.01 0.15
C -1.33429 -4.80459 1.64607 0.11 -0.48 0.25
C -5.57671 4.66412 -2.57091 0.52 -0.45 -0.30
C 4.84800 1.02216 0.78536 -1.11 0.09 -0.16
H -3.27731 1.24251 -3.31742 0.24 0.45 0.20
H -1.01629 -5.67352 2.23511 -0.11 0.10 -0.05
H -3.65830 3.39484 -1.15047 0.30 -0.07 -0.37
H 5.96130 -1.69028 -1.48357 -0.01 -0.14 -0.10
H -0.21260 2.89350 2.84219 0.43 -0.15 0.19
H 0.60470 2.76668 4.43240 -0.05 -0.26 -0.61
H 4.81389 1.25166 1.85761 -0.04 0.06 -0.11
H -3.98037 -1.63785 0.03648 -0.06 -0.22 0.16
Pd -0.65402 -0.30082 0.91984 0.88 0.95 0.01
H 0.75761 -4.36331 1.19498 -0.31 0.10 0.26
C -1.20877 -1.02782 4.02797 -0.04 1.42 -0.35
H -2.17078 1.36389 0.16618 0.38 0.20 0.29
C -3.00156 1.80682 -2.40886 -1.06 0.27 -1.32
C 0.38289 2.22490 3.48926 0.11 0.24 -0.22
H -3.39464 -2.74876 1.30288 0.06 0.14 -0.23
H 6.25088 1.26340 -0.86989 0.04 -0.09 0.06
H -2.73868 -1.09955 1.16503 -0.05 -0.55 -0.36
C -0.15624 -3.82954 1.51697 -0.03 -0.71 -0.04
H 4.29614 -1.17198 3.80658 0.08 -0.12 0.01
H 1.34541 1.96598 2.99443 -0.73 0.18 0.25
H 6.28145 2.55180 0.32322 0.06 0.00 -0.03
H 7.02619 0.99636 0.71260 -0.16 -0.05 -0.13
Br 2.32817 3.41066 -0.60868 1.01 0.58 0.34
C 6.18328 1.47096 0.20033 -0.19 0.07 0.00
```
Forces are in eV/Å.

Values from the calculation:
E_LUMO   -0.1 eV
Total charge   0

---

Values for max |F|, eV Å⁻¹, ordered as above
5.39, 0.34, 3.73